Entry 1:
Molecular formula: C28H52FN3O13S2
Method: DFT, the ωB97M-V functional and the def2-TZVPD basis

```
99
Properties=species:S:1:pos:R:3
C -2.828 -2.055 3.004
C -2.206 -1.948 1.733
C -2.867 -1.387 0.392
C -2.512 0.136 0.033
O -3.514 1.180 0.204
S -2.735 2.468 -0.614
O -2.977 2.448 -2.115
O -3.312 3.666 0.072
O -1.112 2.055 -0.279
C -1.128 0.795 0.506
C 0.206 -0.091 0.371
C 1.453 0.661 -0.307
C 1.319 0.906 -1.894
C 2.574 0.428 -2.775
C 4.021 0.701 -2.124
C 4.216 2.146 -1.440
C 4.990 1.985 -0.034
S 4.308 3.025 1.349
C 3.387 1.823 2.427
N 2.146 2.040 3.108
N 1.763 0.895 3.774
C 2.827 -0.022 3.485
O 3.876 0.500 2.671
C -1.089 1.418 2.023
O -1.248 0.740 3.069
N -0.905 2.891 2.181
C -1.211 3.272 3.572
O -2.304 3.824 3.854
F -0.311 3.003 4.638
H -3.942 -2.270 3.190
H -2.175 -1.987 3.954
H -1.116 -2.329 1.650
H -2.660 -2.073 -0.512
H -4.018 -1.426 0.543
H -2.359 0.088 -1.121
H 0.008 -1.107 -0.152
H 0.539 -0.376 1.447
H 2.403 0.066 -0.004
H 1.598 1.702 0.189
H 0.346 0.365 -2.225
H 1.170 2.040 -2.045
H 2.493 -0.699 -3.034
H 2.517 0.989 -3.784
H 4.265 -0.176 -1.404
H 4.791 0.589 -2.987
H 3.259 2.754 -1.296
H 4.887 2.769 -2.150
H 4.979 0.891 0.309
H 6.090 2.285 -0.166
H 2.781 -1.079 3.912
H 0.078 3.080 1.918
C -0.753 -6.575 -3.247
O -1.861 -6.012 -3.935
C -2.584 -5.082 -3.130
C -2.241 -3.642 -3.503
O -0.889 -3.329 -3.171
C -0.033 -3.350 -4.307
H -0.128 -7.096 -3.976
H -0.147 -5.810 -2.756
H -1.105 -7.300 -2.507
H -2.403 -5.264 -2.065
H -3.647 -5.251 -3.325
H -2.877 -2.969 -2.920
H -2.437 -3.454 -4.564
H -0.215 -2.465 -4.925
H -0.174 -4.254 -4.905
H 1.000 -3.326 -3.955
C 2.992 2.974 -5.748
O 3.791 3.502 -4.704
C 5.160 3.637 -5.084
C 5.501 5.086 -5.420
O 4.825 5.518 -6.599
C 3.692 6.326 -6.308
H 1.943 3.102 -5.472
H 3.167 3.488 -6.696
H 3.196 1.904 -5.862
H 5.399 2.974 -5.923
H 5.762 3.325 -4.225
H 6.574 5.154 -5.625
H 5.278 5.748 -4.576
H 4.018 7.319 -5.984
H 3.058 5.876 -5.539
H 3.105 6.430 -7.222
C -3.175 -2.921 6.658
O -4.534 -3.063 6.272
C -5.311 -3.743 7.256
C -6.150 -2.764 8.073
O -5.327 -1.922 8.878
C -5.173 -0.623 8.320
H -2.698 -2.214 5.978
H -3.078 -2.539 7.678
H -2.663 -3.885 6.575
H -4.671 -4.349 7.908
H -5.983 -4.420 6.721
H -6.787 -3.335 8.756
H -6.802 -2.170 7.424
H -6.097 -0.051 8.450
H -4.911 -0.664 7.260
H -4.368 -0.116 8.856
```

Multiplicity: 1


Entry 2:
Molecular formula: C28H53BrFNO9P
Method: DFT, the ωB97M-V functional and the def2-TZVPD basis

```
94
Properties=species:S:1:pos:R:3
C 1.036 -5.248 -0.585
C 1.589 -4.388 -1.856
C 0.378 -4.122 -2.877
C 0.394 -2.684 -3.590
C 0.491 -1.437 -2.546
N -0.816 -0.640 -2.492
C -1.712 -1.315 -1.517
C -1.623 -0.884 0.012
C -3.038 -1.329 0.639
C -3.441 -2.874 0.288
C -4.694 -2.872 -0.708
O -5.957 -2.922 0.029
C -7.072 -2.642 -0.843
C -1.175 0.631 0.330
C 0.285 0.714 1.065
C 1.544 0.763 0.072
P 3.100 1.092 1.147
O 2.766 1.465 2.593
O 3.991 -0.391 1.219
C 4.610 -0.579 -0.093
C 4.644 -2.109 -0.588
O 4.135 2.236 0.395
C 5.359 2.429 1.165
C 6.704 2.306 0.257
C -2.163 1.409 1.348
C -1.977 1.149 2.899
O -2.282 2.123 3.647
Br -1.394 -0.466 3.858
C -1.209 1.525 -1.032
C -2.639 2.143 -1.399
O -3.689 1.138 -1.555
C -4.990 1.674 -1.197
C -5.526 2.795 -2.224
C -0.640 0.834 -2.352
H 0.978 -4.500 0.294
H 0.003 -5.710 -0.785
H 1.727 -6.116 -0.311
H 2.405 -5.049 -2.336
H 2.106 -3.434 -1.482
H 0.491 -4.904 -3.723
H -0.663 -4.344 -2.420
H -0.514 -2.627 -4.279
H 1.335 -2.650 -4.254
H 0.624 -1.860 -1.485
H 1.378 -0.814 -2.892
H -1.232 -0.802 -3.436
H -1.479 -2.446 -1.566
H -2.795 -1.231 -1.914
H -0.832 -1.569 0.512
H -3.120 -1.237 1.766
H -3.907 -0.700 0.204
H -3.815 -3.357 1.271
H -2.556 -3.506 -0.052
H -4.767 -1.908 -1.351
H -4.624 -3.734 -1.475
H -7.471 -3.570 -1.390
H -7.936 -2.264 -0.173
H -6.886 -1.819 -1.612
H 0.446 -0.237 1.702
H 0.383 1.675 1.702
H 1.485 1.665 -0.625
H 1.758 -0.231 -0.442
H 4.081 0.020 -0.929
H 5.710 -0.249 0.018
H 3.922 -2.268 -1.472
H 5.700 -2.282 -1.029
H 4.518 -2.880 0.242
H 5.309 3.452 1.675
H 5.453 1.594 1.955
H 7.357 3.245 0.311
H 7.341 1.441 0.673
H 6.444 2.045 -0.832
H -3.272 1.313 1.105
H -1.917 2.530 1.193
H -0.521 2.428 -0.807
H -2.980 2.997 -0.696
H -2.565 2.656 -2.437
H -5.730 0.788 -1.271
H -4.960 2.017 -0.106
H -4.817 3.699 -2.118
H -6.549 3.136 -1.828
H -5.593 2.403 -3.294
H 0.480 1.108 -2.426
H -1.109 1.337 -3.283
C 3.239 4.283 4.452
C 3.577 4.038 5.888
O 4.444 5.108 6.202
C 4.065 6.135 5.389
O 4.384 7.275 5.552
O 3.269 5.701 4.370
F 4.257 2.875 6.036
H 3.981 3.864 3.766
H 2.256 3.895 4.183
H 2.716 4.052 6.562
```

Multiplicity: 1
Net charge: +1


Entry 3:
Molecular formula: C28H53BrN2OS
Method: DFT, the ωB97M-V functional and the def2-TZVPD basis

```
86
Properties=species:S:1:pos:R:3
C -2.284 2.350 2.048
C -3.642 2.012 1.398
O -4.095 3.021 0.528
C -3.958 2.702 -0.841
C -2.496 2.591 -1.302
C -2.435 2.551 -2.801
C -2.267 1.361 -3.446
C -2.283 1.344 -4.864
N -2.152 0.258 -5.636
S -2.254 0.770 -7.152
N -2.448 2.340 -6.918
C -2.454 2.531 -5.595
C -2.592 3.769 -4.923
C -2.579 3.743 -3.569
Br -2.659 5.408 -2.654
H -1.530 1.654 1.691
H -2.337 2.353 3.127
H -1.991 3.323 1.672
H -3.577 1.056 0.877
H -4.359 1.872 2.203
H -4.445 1.744 -1.033
H -4.476 3.474 -1.396
H -2.118 1.652 -0.911
H -1.917 3.402 -0.874
H -2.140 0.461 -2.874
H -2.694 4.684 -5.478
C 4.343 0.941 0.251
C 3.945 2.359 0.652
C 2.535 2.452 1.232
C 1.420 2.034 0.273
C 1.369 2.816 -1.039
C 1.101 4.309 -0.855
H 3.697 0.546 -0.534
H 5.367 0.920 -0.126
H 4.288 0.266 1.107
H 4.043 3.024 -0.210
H 4.652 2.727 1.401
H 2.357 3.474 1.577
H 2.476 1.820 2.124
H 0.461 2.143 0.787
H 1.517 0.968 0.045
H 0.575 2.393 -1.662
H 2.299 2.677 -1.597
H 0.152 4.474 -0.340
H 1.045 4.807 -1.824
H 1.889 4.798 -0.280
C -4.296 -2.311 -0.077
C -3.812 -2.126 1.359
C -2.292 -2.171 1.498
C -1.627 -3.486 1.094
C -2.113 -4.723 1.848
C -1.858 -4.656 3.351
H -4.025 -3.290 -0.473
H -5.382 -2.224 -0.133
H -3.867 -1.549 -0.733
H -4.283 -2.874 2.002
H -4.154 -1.154 1.725
H -2.026 -1.932 2.532
H -1.861 -1.371 0.886
H -0.548 -3.381 1.246
H -1.764 -3.651 0.022
H -1.599 -5.598 1.441
H -3.179 -4.884 1.664
H -0.792 -4.536 3.558
H -2.192 -5.571 3.840
H -2.389 -3.823 3.814
C 2.020 -0.792 1.304
C 2.803 -1.388 0.138
C 2.990 -2.900 0.245
C 3.780 -3.366 1.469
C 5.182 -2.772 1.593
C 6.102 -3.137 0.431
H 2.535 -0.937 2.255
H 1.883 0.282 1.166
H 1.030 -1.248 1.381
H 3.773 -0.891 0.058
H 2.272 -1.170 -0.793
H 3.477 -3.262 -0.665
H 2.005 -3.378 0.267
H 3.859 -4.457 1.436
H 3.216 -3.134 2.377
H 5.629 -3.133 2.524
H 5.125 -1.684 1.686
H 6.207 -4.221 0.345
H 7.097 -2.716 0.580
H 5.724 -2.757 -0.519
```

Multiplicity: 1


Calculated energy, -85341.8237, -131850.6109, -115800.2652 eV (same order as the records).